No. 1
The following is a quantum chemistry calculation of C4H5NO in the gas phase at a distorted geometry, from OMol25.

## Properties
E_HOMO ... -8.91 eV
ΔE to the lowest compared entry with this formula, charge and spin ... 1.9235 eV
Multiplicity ... 1
Frontier orbital gap ... 10.0 eV
SMILES ... [H]/N=C1/C=CCO1
Molar mass ... 83.09 g mol⁻¹

Structure (XYZ):
```
11
Properties=species:S:1:pos:R:3:forces:R:3
H -3.016879 0.830336 0.239122 -0.6 0.9 -0.1
N -2.166677 0.504524 -0.107125 0.3 -0.3 -0.3
C -0.974710 0.293138 -0.273126 -0.3 -0.3 0.2
C -0.357988 -1.014006 -0.013971 0.3 -0.2 0.2
C 0.935364 -0.834659 0.198631 0.0 0.0 -0.2
C 1.267206 0.606252 -0.110261 0.2 -0.1 0.1
O 0.048065 1.184021 -0.581774 -0.1 0.0 0.3
H -1.008151 -1.860506 0.151918 0.3 -0.1 0.0
H 1.641876 -1.566352 0.565201 0.1 0.1 -0.1
H 2.057506 0.704387 -0.861623 -0.2 0.1 0.0
H 1.574389 1.152865 0.793009 0.0 -0.1 -0.1
```
Positions in Å, forces in eV/Å.

=====

No. 2
The following is a quantum chemistry calculation of 2 unconnected molecules or ions with the total composition C9H13O3S2 at a distorted geometry, from OMol25.

## Properties
E_HOMO ... -3.15 eV
Multiplicity ... 1
Net charge ... -1
Frontier orbital gap ... 5.6 eV
Molar mass ... 233.33 g mol⁻¹

Structure (XYZ):
```
27
Properties=species:S:1:pos:R:3:forces:R:3
C 0.848220 -0.315806 -3.085070 -1.0 1.9 2.3
C 1.034919 0.230433 -1.851610 -1.5 -1.3 -1.2
C 2.096886 0.144301 -0.844132 1.1 -1.1 0.6
C -0.658511 -0.219147 -3.421857 1.3 0.2 1.7
C -1.323345 -0.356520 -2.052537 3.8 -0.4 0.5
C -0.270882 0.435840 -1.150714 -0.9 -2.6 -0.4
C -0.626412 -1.140609 1.080381 -2.0 0.1 -3.5
C 0.376084 1.077531 2.830817 -3.9 0.8 2.2
C -0.002143 0.016230 0.270492 -0.1 0.4 3.0
O 3.298416 0.009917 -0.973044 -1.6 0.5 0.3
O 1.454916 0.020113 0.386173 0.3 0.0 -1.0
O -0.342001 2.632394 0.818662 0.9 3.8 -1.7
S -0.549732 -1.223445 5.224369 0.3 0.1 -0.3
S -0.736504 1.394180 1.416884 0.2 -2.6 1.3
H 1.691054 -0.668975 -3.585771 0.9 -0.7 -1.4
H -0.974976 0.718691 -3.749011 0.3 2.0 -1.0
H -1.116130 -0.872212 -4.074602 -0.3 -1.9 -1.7
H -2.255849 0.105303 -2.058963 -1.9 0.1 0.3
H -1.204684 -1.455357 -1.925242 -0.9 0.7 1.0
H -0.460912 1.449489 -1.011687 -0.8 2.2 -0.6
H -1.723043 -0.920111 1.325904 1.6 -0.3 -0.3
H -0.592948 -2.020775 0.456375 -0.2 -0.6 -0.2
H -0.105720 -1.376458 1.932634 1.2 -0.2 2.2
H -0.233033 0.229891 3.459852 1.9 1.7 -1.0
H 0.429926 2.059650 3.464397 -0.3 -1.8 -1.3
H 1.286877 0.884734 2.378980 2.0 -0.8 -0.3
H 0.659526 -0.839284 4.738320 -0.3 -0.3 0.4
```
Positions in Å, forces in eV/Å.

=====

No. 3
The following is a quantum chemistry calculation of 8 unconnected molecules or ions with the total composition C50H70ClF4N7O3S at a distorted geometry, from OMol25.

## Properties
E_HOMO ... -9.18 eV
Multiplicity ... 1
Frontier orbital gap ... 7.9 eV
SMILES ... C#CC1=C(Cl)C(=O)c2c(CCCS)c(C(F)(F)C(F)F)cc(CCCCOC)c2C1=O.CCCC#N.CCCC#N.CCCC#N.CCCC#N.CCCC#N.CCCC#N.CCCC#N
Molar mass ... 960.67 g mol⁻¹

Structure (XYZ):
```
136
Properties=species:S:1:pos:R:3:forces:R:3
C 2.231148 -6.643348 0.165138 0.1 -0.3 -0.3
C 2.147519 -5.596952 -0.414735 0.0 -0.4 0.7
C 1.830943 -4.258084 -0.679611 0.0 0.7 -0.3
C 2.682348 -3.229754 -0.654647 0.2 -0.3 0.1
Cl 4.355850 -3.424338 -0.356390 0.1 0.0 -0.1
C 2.194452 -1.847852 -0.914700 -0.1 0.1 -0.1
O 2.858273 -1.067350 -1.549205 0.2 0.3 0.0
C 0.830690 -1.568810 -0.390392 -0.5 0.0 0.1
C 0.463968 -0.312811 0.117674 0.3 0.4 0.3
C 1.481140 0.810927 0.182340 0.0 -0.3 -0.5
C 1.374868 1.727575 -1.057801 0.5 0.3 0.4
C 1.237489 3.227663 -0.787512 0.2 -0.6 -0.8
S 2.409159 3.906343 0.412154 -0.2 0.3 0.5
C -0.859740 -0.145945 0.548519 0.4 -0.3 -0.3
C -1.469692 1.134256 1.094458 -0.6 -1.3 0.3
F -2.446779 1.528584 0.228545 0.1 0.5 0.0
F -0.605025 2.151897 1.267963 0.0 0.3 -0.2
C -2.149331 0.943139 2.491185 0.4 0.7 0.1
F -1.503368 -0.019237 3.199422 -0.1 -0.1 -0.1
F -3.453417 0.641368 2.390312 0.1 -0.3 0.0
C -1.754165 -1.205446 0.443340 -0.1 0.0 0.0
C -1.411290 -2.452887 -0.056946 0.0 -0.2 -0.5
C -2.420097 -3.581509 -0.174601 0.2 0.1 0.5
C -3.769742 -3.314392 0.489664 0.4 0.3 -1.1
C -4.695087 -2.468146 -0.410625 -0.1 0.1 0.5
C -5.384463 -1.309315 0.331190 0.4 0.0 -0.3
O -6.784546 -1.289669 0.117790 0.0 0.1 0.1
C -7.243963 -0.086762 -0.461593 0.1 -0.2 0.2
C -0.082153 -2.628296 -0.464743 -0.3 0.4 0.1
C 0.399429 -3.939243 -0.996749 0.0 0.4 0.0
O -0.271065 -4.692716 -1.646585 -0.2 -0.3 0.0
H 2.278359 -7.604834 0.610790 0.1 -0.2 0.0
H 1.428151 1.368008 1.104572 -0.3 0.1 0.2
H 2.473198 0.383138 0.172854 0.2 -0.2 0.1
H 0.551248 1.416238 -1.694967 -0.2 0.1 0.0
H 2.279707 1.593688 -1.645146 0.1 -0.1 -0.2
H 1.412242 3.728494 -1.731955 -0.1 0.2 -0.1
H 0.209946 3.440155 -0.516594 0.1 0.4 0.5
H 3.470880 3.123190 0.177234 -0.1 -0.1 -0.2
H -2.037674 1.874055 3.052322 -0.1 0.1 0.0
H -2.773562 -1.054045 0.755878 -0.1 0.1 0.1
H -2.534347 -3.845599 -1.219744 -0.1 0.0 -0.2
H -1.948766 -4.449054 0.286894 0.0 -0.2 0.0
H -4.244093 -4.269740 0.676169 -0.1 -0.1 0.4
H -3.570236 -2.814538 1.424048 -0.3 -0.1 0.3
H -4.123408 -2.073329 -1.247254 0.0 0.0 -0.2
H -5.483036 -3.099392 -0.807127 -0.1 -0.1 -0.2
H -4.951194 -0.365515 -0.010129 0.0 0.1 0.0
H -5.158997 -1.381888 1.394454 -0.3 -0.1 0.3
H -8.327146 -0.113511 -0.437510 -0.2 0.0 -0.1
H -6.889825 0.012451 -1.488203 0.0 0.1 -0.2
H -6.915921 0.783053 0.110081 0.1 0.1 0.1
C -3.973973 6.093505 -2.929687 0.0 0.0 0.0
C -3.613358 5.155054 -1.784080 -0.1 0.1 -0.1
C -2.147505 5.281441 -1.353235 -0.1 0.0 -0.1
C -1.243788 4.951142 -2.455973 0.0 0.0 0.1
N -0.539849 4.692529 -3.326147 0.0 -0.1 -0.1
H -3.398811 5.864780 -3.828199 0.0 0.0 0.0
H -5.029609 5.998042 -3.183834 0.0 0.0 0.0
H -3.784055 7.133247 -2.657179 0.0 0.0 0.0
H -3.821767 4.124269 -2.079137 0.0 0.0 0.1
H -4.245709 5.375003 -0.922654 0.1 0.0 0.1
H -1.937375 4.608104 -0.519847 0.1 0.0 0.0
H -1.928267 6.299953 -1.022918 -0.1 -0.2 0.0
C 0.474088 -0.466838 -4.020710 0.0 -0.1 0.0
C 0.121422 0.578569 -5.071054 0.0 -0.2 0.1
C -1.162953 1.350125 -4.742639 0.2 -0.1 0.0
C -2.314748 0.450060 -4.653583 0.2 0.3 0.0
N -3.207069 -0.264709 -4.584720 -0.3 -0.2 0.1
H -0.295053 -1.238302 -3.947168 0.0 0.0 0.0
H 1.410935 -0.964307 -4.277817 0.0 0.0 0.0
H 0.595955 -0.011584 -3.037602 0.0 -0.1 0.0
H 0.020924 0.090221 -6.040156 0.0 0.1 0.0
H 0.942870 1.293793 -5.156670 -0.1 0.1 0.0
H -1.365930 2.096026 -5.510865 0.0 0.1 0.0
H -1.062332 1.874066 -3.789901 0.0 0.1 0.0
C -1.882478 -4.789768 6.289794 0.0 0.0 -0.1
C -1.276134 -3.430636 5.956715 0.1 -0.3 0.0
C -2.331486 -2.353753 5.687950 0.1 -0.2 0.0
C -3.175420 -2.707295 4.546454 0.2 0.2 0.2
N -3.813015 -2.984964 3.635682 -0.2 -0.1 0.0
H -2.469013 -5.182973 5.457611 0.0 0.0 0.0
H -1.097367 -5.513887 6.507134 0.0 0.0 0.0
H -2.532464 -4.724939 7.164466 0.0 0.0 0.0
H -0.626523 -3.531338 5.083850 0.0 0.1 0.0
H -0.653362 -3.099338 6.784793 0.0 0.1 0.0
H -1.852575 -1.399796 5.471182 0.0 0.1 0.0
H -2.969565 -2.217740 6.562672 0.0 0.0 0.0
C 1.967127 8.043202 0.834846 0.0 0.0 0.0
C 1.670419 8.999963 -0.314610 0.1 -0.2 0.1
C 0.369856 9.790009 -0.115730 0.1 -0.1 -0.1
C -0.777225 8.888029 -0.021056 0.2 0.3 0.0
N -1.649966 8.150626 0.054892 -0.3 -0.1 0.1
H 1.192114 7.281580 0.931104 0.0 0.0 0.0
H 2.910685 7.525595 0.666936 0.0 0.0 0.0
H 2.039055 8.579478 1.783385 0.0 0.0 0.0
H 1.613355 8.437189 -1.248044 0.0 0.1 0.0
H 2.492946 9.709107 -0.418697 -0.1 0.1 0.0
H 0.203434 10.470009 -0.951410 0.0 0.0 0.0
H 0.417351 10.385466 0.797110 0.0 0.0 0.0
C 4.672508 -1.940385 -5.878420 0.0 0.0 0.0
C 5.003894 -0.586404 -6.496374 0.1 -0.2 0.1
C 3.805230 0.368846 -6.507443 0.1 -0.1 -0.1
C 2.697768 -0.181475 -7.291388 0.2 0.2 0.2
N 1.837616 -0.623735 -7.904219 -0.3 -0.2 -0.2
H 3.903244 -2.461142 -6.450243 0.0 0.0 0.0
H 5.555962 -2.578395 -5.860740 0.0 0.0 0.0
H 4.317562 -1.826990 -4.851700 0.0 0.0 0.0
H 5.363523 -0.729690 -7.516838 0.0 0.1 0.0
H 5.814578 -0.119968 -5.934040 0.0 0.1 0.0
H 4.084158 1.331043 -6.937669 0.0 0.0 0.0
H 3.452956 0.545712 -5.489067 0.0 0.0 0.0
C -2.414642 1.893946 6.815452 0.0 0.0 0.0
C -1.144852 2.376985 7.507676 -0.2 0.0 -0.1
C 0.073192 1.501821 7.189751 -0.2 0.1 0.1
C -0.141362 0.122806 7.630824 0.2 0.3 -0.2
N -0.309057 -0.957009 7.973230 -0.1 -0.3 0.2
H -2.693767 0.892790 7.147618 0.0 0.0 0.0
H -3.249337 2.557153 7.039702 0.0 0.0 0.0
H -2.285720 1.869902 5.730866 0.0 0.0 0.0
H -1.305607 2.398495 8.586720 0.1 0.0 0.0
H -0.928216 3.399986 7.196345 0.1 0.0 0.0
H 0.963660 1.886416 7.687055 0.0 0.0 0.0
H 0.266422 1.494088 6.115518 0.0 0.0 0.0
C 7.886474 -8.024727 0.695193 0.0 0.0 0.0
C 7.315561 -7.405211 -0.575510 0.1 -0.1 0.1
C 5.795603 -7.218316 -0.515692 0.2 0.1 -0.1
C 5.097050 -8.488932 -0.341181 0.0 0.3 0.0
N 4.551182 -9.486990 -0.207558 -0.2 -0.3 0.1
H 7.487183 -9.025668 0.863897 0.0 0.0 0.0
H 8.970551 -8.112141 0.624384 0.0 0.0 0.0
H 7.653906 -7.413034 1.568995 0.0 0.0 0.0
H 7.570977 -8.033337 -1.430775 0.0 0.0 0.0
H 7.778314 -6.431402 -0.743888 -0.1 0.0 0.0
H 5.430463 -6.758902 -1.435010 -0.1 0.0 0.0
H 5.520319 -6.564017 0.313711 0.0 0.0 0.0
```
Positions in Å, forces in eV/Å.

=====

No. 4
The following is a quantum chemistry calculation of C2HFN2O in the gas phase at a distorted geometry, from OMol25.

## Properties
E_HOMO ... -10.83 eV
ΔE to the lowest compared entry with this formula, charge and spin ... 0.7380 eV
Multiplicity ... 1
Frontier orbital gap ... 11.6 eV
SMILES ... Fc1ncno1
Molar mass ... 88.04 g mol⁻¹

Structure (XYZ):
```
7
Properties=species:S:1:pos:R:3:forces:R:3
F 0.638317 -0.805310 -1.647666 -0.3 -0.6 -0.1
C 0.128269 -0.364139 -0.556579 -0.6 1.2 3.9
N -1.043285 -0.504762 0.022276 0.1 0.6 -2.6
C -1.049890 0.454025 1.005734 5.4 -1.5 -1.1
N 0.185944 0.947623 1.254931 -2.2 -0.8 -1.2
O 0.960141 0.379464 0.203137 -0.7 0.3 -0.5
H -1.894876 0.572733 1.568513 -1.7 0.8 1.6
```
Positions in Å, forces in eV/Å.

=====

No. 5
The following is a quantum chemistry calculation of a molecular structure, C2HBr2FO at a distorted geometry, from OMol25.

## Properties
E_HOMO (alpha / beta) ... -8.61 / -10.63 eV
ΔE to the lowest compared entry with this formula, charge and spin ... 1.1745 eV
Multiplicity ... 3
Frontier orbital gap (alpha / beta) ... 9.2 / 8.0 eV
<S²> ... 2.010
Molar mass ... 219.84 g mol⁻¹

Structure (XYZ):
```
7
Properties=species:S:1:pos:R:3:forces:R:3
C -1.427301 -0.367986 -0.742984 0.1 1.8 -0.9
C 1.669079 0.322916 0.311400 0.4 1.0 1.6
O -1.643857 -1.490826 -0.547094 -0.2 -1.3 0.5
F -1.807356 0.603375 0.190164 0.8 -0.8 -1.6
Br 2.628134 -0.963875 1.192463 0.0 -0.9 -0.6
Br 1.545786 1.903068 1.342035 -0.5 -0.1 -1.0
H -0.964484 -0.006672 -1.745985 -0.7 0.3 2.0
```
Positions in Å, forces in eV/Å.

=====

No. 6
The following is a quantum chemistry calculation of 3 unconnected molecules or ions with the total composition C2H13N2O2 at a distorted geometry, from OMol25.

## Properties
E_HOMO ... -13.54 eV
ΔE to the lowest compared entry with this formula, charge and spin ... 0.4535 eV
Multiplicity ... 1
Net charge ... +1
Frontier orbital gap ... 10.6 eV
Molar mass ... 97.14 g mol⁻¹

Structure (XYZ):
```
19
Properties=species:S:1:pos:R:3:forces:R:3
C 0.959245 2.726958 0.739528 0.0 -0.9 -0.1
N 1.227419 1.689498 1.743264 -0.1 0.0 -0.2
C 0.348137 2.081125 -0.509527 -1.1 -0.6 -0.2
N -0.598884 0.959850 -0.049446 1.4 0.7 0.0
H 0.193600 3.388611 1.117572 0.1 0.4 0.3
H 1.854373 3.265448 0.475229 0.1 0.5 -0.2
H 1.112248 2.048550 2.677178 0.0 0.0 0.2
H 2.173069 1.339041 1.676711 0.1 -0.1 0.0
H -0.266577 2.788478 -1.057006 0.1 0.2 -0.1
H 0.995393 1.598020 -1.241800 0.4 0.2 0.4
H -0.527077 0.179583 -0.754734 -0.7 0.1 0.6
H -1.541983 1.303046 0.124458 0.0 -0.3 -0.2
H -0.150934 0.712289 0.871575 -0.2 -0.2 -0.2
H -1.278074 -6.601602 0.876481 0.0 0.0 -0.1
H -1.837763 -6.999257 -0.480924 0.0 0.0 0.0
O -1.267948 -6.351349 -0.054313 0.0 0.0 0.1
H -0.595838 -1.013464 -2.749568 0.0 -0.2 0.0
H -0.136185 -1.952615 -1.605277 -0.2 0.1 -0.1
O -0.662222 -1.162205 -1.799393 0.3 0.0 0.1
```
Positions in Å, forces in eV/Å.